Record 1
Formula: C30H29BaN5O5Se
Source: the Open Molecules 2025 dataset
Level of theory: ωB97M-V/def2-TZVPD

Each line ends with the Mulliken charge.
Atoms and positions in Å:
Ba: -0.794 -1.424 1.397  1.86
C: 2.076 1.859 -4.732  -0.77
O: 1.811 2.973 -3.869  -0.56
C: 0.474 3.235 -3.663  0.42
C: -0.190 4.148 -4.458  -0.33
C: -1.529 4.434 -4.221  -0.64
C: -2.195 3.776 -3.199  -1.20
C: -1.537 2.845 -2.405  0.46
C: -0.188 2.582 -2.614  -0.23
N: 0.552 1.663 -1.866  0.06
C: 0.298 1.157 -0.602  0.39
N: -0.237 2.054 0.252  0.18
C: -0.658 2.102 1.661  0.07
C: -0.822 1.015 2.497  -0.87
C: -1.231 1.331 3.810  -0.28
C: -1.458 2.625 4.242  -0.83
C: -1.306 3.692 3.355  -0.33
C: -0.912 3.428 2.058  0.50
O: -0.745 4.406 1.102  -0.43
C: -1.200 5.708 1.407  -1.01
N: 0.643 -0.067 -0.313  -0.75
C: 1.042 -0.937 -1.354  -0.15
C: 2.254 -1.605 -1.282  -0.39
C: 2.700 -2.403 -2.333  -0.71
C: 1.911 -2.541 -3.461  -0.92
C: 0.651 -1.944 -3.521  -0.66
C: 0.197 -1.177 -2.457  1.12
O: -1.054 -0.650 -2.367  -0.02
C: -1.888 -0.729 -3.512  -1.10
H: 2.721 2.190 -5.546  0.29
H: 1.148 1.464 -5.147  0.30
H: 2.589 1.069 -4.178  0.25
H: 0.365 4.637 -5.248  0.46
H: -2.044 5.163 -4.832  0.41
H: -3.242 3.979 -3.014  0.44
H: -2.070 2.322 -1.621  0.64
H: 1.323 1.224 -2.340  0.12
H: -0.293 2.976 -0.155  0.23
H: -1.375 0.532 4.535  0.38
H: -1.771 2.824 5.260  0.37
H: -1.495 4.705 3.681  0.38
H: -1.104 6.288 0.493  0.28
H: -0.591 6.167 2.190  0.33
H: -2.245 5.694 1.725  0.42
H: 2.860 -1.461 -0.395  0.40
H: 3.656 -2.903 -2.264  0.44
H: 2.258 -3.129 -4.300  0.41
H: 0.026 -2.105 -4.387  0.49
H: -2.799 -0.196 -3.256  0.25
H: -2.127 -1.767 -3.755  0.39
H: -1.415 -0.249 -4.372  0.34
Se: 3.362 -1.207 3.140  0.25
N: 1.886 -2.209 2.946  -0.24
C: 2.157 -3.388 3.461  0.85
C: 1.213 -4.485 3.518  -0.48
C: 1.619 -5.646 4.061  -0.70
C: 2.961 -5.822 4.589  -0.50
C: 3.867 -4.830 4.569  -0.66
C: 3.490 -3.556 3.995  0.63
N: 4.291 -2.520 3.919  -0.80
H: 0.205 -4.345 3.146  0.49
H: 0.932 -6.481 4.117  0.41
H: 3.224 -6.782 5.015  0.37
H: 4.865 -4.950 4.967  0.42
C: -4.105 -3.913 2.437  -1.12
C: -2.940 -3.032 2.086  1.03
O: -3.115 -2.101 1.233  -0.88
O: -1.814 -3.273 2.644  -0.90
H: -5.046 -3.416 2.213  0.31
H: -4.055 -4.201 3.485  0.31
H: -4.039 -4.821 1.835  0.29

Properties
Kohn-Sham gap = 6.47 eV
Largest force on an atom = 1.7 eV Å⁻¹
LUMO energy = -0.78 eV


Record 2
Formula: C30H29BiF5N5O2Se3
Source: the Open Molecules 2025 dataset
Level of theory: ωB97M-V/def2-TZVPD

Each line ends with the Mulliken charge.
Atoms and positions in Å:
Bi: -0.231 0.152 0.540  1.43
C: -1.921 2.046 -2.024  -1.54
N: -1.018 0.899 -2.020  1.11
C: -1.637 -0.324 -2.590  0.31
C: -2.940 -0.673 -1.929  -0.93
C: -4.115 -0.634 -2.564  -0.04
C: -5.358 -0.972 -1.865  -0.52
C: -5.352 -1.375 -0.597  -0.88
C: -4.059 -1.557 0.122  -0.19
N: -2.820 -1.067 -0.563  0.65
C: 0.222 1.215 -2.732  -1.25
C: 1.358 0.244 -2.490  0.59
C: 2.288 -0.053 -3.584  -1.43
C: 3.188 -1.024 -3.422  -0.96
C: 3.362 -1.730 -2.112  -0.08
C: 2.673 -0.986 -0.971  -1.20
N: 1.485 -0.240 -1.323  0.82
C: -1.953 2.836 -0.733  0.86
C: -2.296 4.181 -0.762  -1.11
C: -2.484 4.861 0.429  -0.41
C: -2.325 4.177 1.624  -1.02
C: -1.944 2.850 1.575  -0.09
N: -1.761 2.195 0.425  0.35
H: -1.708 2.724 -2.858  0.33
H: -2.941 1.684 -2.175  0.47
H: -1.819 -0.198 -3.665  0.53
H: -0.931 -1.147 -2.463  -0.58
H: -4.155 -0.324 -3.598  0.49
H: -6.294 -0.848 -2.395  0.40
H: -6.266 -1.580 -0.055  0.43
H: -4.109 -1.190 1.151  0.37
H: 0.038 1.317 -3.811  0.47
H: 0.580 2.187 -2.373  0.50
H: 2.158 0.449 -4.533  0.43
H: 3.812 -1.351 -4.245  0.48
H: 4.431 -1.753 -1.887  0.55
H: 3.358 -0.256 -0.531  0.65
H: -2.420 4.679 -1.714  0.46
H: -2.751 5.909 0.424  0.43
H: -2.472 4.662 2.578  0.44
H: -1.761 2.273 2.476  0.44
O: 0.897 2.749 5.505  -0.60
C: 1.204 2.616 4.115  -0.53
C: 1.955 1.309 3.897  2.18
C: 3.203 1.262 4.818  -1.18
O: 2.937 1.012 6.177  -0.58
C: 1.098 0.091 4.229  -1.54
Se: -0.572 -0.217 3.231  -0.39
C: 2.539 1.247 2.479  -1.56
Se: 1.537 2.073 0.993  -0.29
H: 0.452 3.587 5.650  0.34
H: 1.831 3.452 3.781  0.55
H: 0.287 2.617 3.522  -0.21
H: 3.753 2.205 4.687  0.43
H: 3.855 0.452 4.481  0.44
H: 2.290 1.670 6.461  0.38
H: 0.771 0.145 5.263  0.49
H: 1.696 -0.814 4.122  0.58
H: 2.755 0.210 2.218  0.26
H: 3.487 1.787 2.448  0.60
F: 2.082 -5.833 -3.388  -0.27
C: 1.195 -4.929 -2.823  -0.90
C: 1.179 -4.899 -1.353  0.90
F: 0.030 -4.483 -0.790  -0.15
C: 2.316 -5.103 -0.489  -0.97
F: 3.271 -6.009 -0.940  -0.30
C: 2.560 -3.727 -0.810  0.19
Se: 2.290 -2.295 0.431  -0.05
C: 2.979 -3.215 -2.166  1.20
F: 4.047 -3.885 -2.750  -0.49
C: 1.667 -3.604 -2.766  -0.16
F: 0.760 -2.579 -2.732  0.20
N: -3.407 -2.862 0.083  -0.02
C: -2.330 -2.479 -0.585  -0.51
H: -3.726 -3.807 0.241  0.23

Properties
Kohn-Sham gap = 5.54 eV
ΔE to the lowest compared entry with this formula, charge and spin = 8.854 eV
Largest force on an atom = 0.7 eV Å⁻¹
LUMO energy = -0.71 eV


Record 3
Formula: C30H29BrIrN5O2S
Source: the Open Molecules 2025 dataset
Level of theory: ωB97M-V/def2-TZVPD

Each line ends with the Mulliken spin population.
Atoms and positions in Å:
Ir: 0.080 0.536 0.015  0.00
N: 0.043 0.873 2.018  0.00
C: 1.188 0.652 2.903  0.00
C: 0.917 0.174 4.174  0.00
C: 1.949 0.012 5.083  0.00
C: 3.245 0.314 4.694  0.00
C: 3.500 0.767 3.410  0.00
C: 2.474 0.963 2.482  0.00
C: 2.805 1.342 1.081  0.00
C: 4.007 1.995 0.807  0.00
C: 4.503 2.105 -0.485  0.00
C: 3.820 1.515 -1.535  0.00
C: 2.591 0.914 -1.291  0.00
C: 2.045 0.881 -0.008  0.00
H: -0.755 0.389 2.426  0.00
H: -0.205 1.865 2.042  0.00
H: -0.103 -0.056 4.468  0.00
H: 1.740 -0.344 6.082  0.00
H: 4.065 0.177 5.385  0.00
H: 4.524 0.934 3.108  0.00
H: 4.587 2.394 1.630  0.00
H: 5.453 2.594 -0.658  0.00
H: 4.232 1.524 -2.536  0.00
H: 2.076 0.427 -2.109  0.00
C: -0.043 1.018 -3.189  0.00
O: -0.486 0.129 -2.131  0.00
C: -1.239 -0.966 -2.558  -0.02
C: -1.465 -1.221 -3.900  0.04
C: -2.182 -2.348 -4.284  -0.01
Br: -2.445 -2.695 -6.101  0.00
C: -2.693 -3.203 -3.332  0.05
C: -2.510 -2.927 -1.971  0.03
C: -1.755 -1.816 -1.587  0.04
O: -1.432 -1.500 -0.279  0.00
C: -3.148 -3.856 -1.050  0.12
N: -3.303 -5.157 -1.360  0.06
C: -3.945 -5.701 -0.331  0.20
C: -4.372 -7.057 -0.163  0.11
C: -5.087 -7.348 0.957  0.00
C: -5.376 -6.343 1.920  0.25
C: -4.965 -4.998 1.784  0.05
C: -4.236 -4.714 0.672  0.09
N: -3.668 -3.543 0.166  -0.02
H: -0.908 1.423 -3.711  0.00
H: 0.613 0.483 -3.873  0.00
H: 0.510 1.806 -2.698  0.00
H: -1.077 -0.573 -4.670  0.00
H: -3.252 -4.082 -3.620  0.00
H: -1.486 -2.272 0.301  0.00
H: -4.120 -7.800 -0.907  0.00
H: -5.444 -8.353 1.133  0.00
H: -5.932 -6.621 2.807  0.00
H: -5.247 -4.257 2.519  0.00
H: -3.890 -2.612 0.485  0.00
S: -0.652 2.665 -0.236  0.00
C: 0.733 3.800 -0.243  0.00
N: 1.203 4.210 -1.400  0.00
C: 2.263 5.230 -1.529  0.00
C: 2.218 6.133 -0.309  0.00
C: 2.292 5.279 0.944  0.00
N: 1.220 4.265 0.887  0.00
H: 0.733 3.886 -2.228  0.00
H: 2.089 5.781 -2.450  0.00
H: 3.223 4.716 -1.608  0.00
H: 1.290 6.708 -0.310  0.00
H: 3.047 6.837 -0.334  0.00
H: 2.146 5.868 1.846  0.00
H: 3.250 4.763 1.017  0.00
H: 0.748 4.016 1.740  0.00

Properties
Charge = +3
Kohn-Sham gap (spin up / spin down) = 6.44 / 4.63 eV
ΔE to the lowest compared entry with this formula, charge and spin = 1.018 eV
Largest force on an atom = 1.2 eV Å⁻¹
LUMO energy (spin up / spin down) = -9.21 / -11.02 eV
2S+1 = 2


Record 4
Formula: C30H29CaN3O2
Source: the Open Molecules 2025 dataset
Level of theory: ωB97M-V/def2-TZVPD

Each line ends with the Mulliken charge.
Atoms and positions in Å:
Ca: 8.156 9.616 11.827  2.18
C: 4.932 10.238 9.455  -1.31
C: 6.068 10.643 8.547  1.47
C: 6.020 10.271 7.206  -1.15
C: 7.128 10.562 6.403  -0.81
C: 8.270 11.173 6.925  -0.92
C: 8.321 11.508 8.261  1.43
C: 9.592 12.071 8.852  -1.57
C: 7.193 11.234 9.065  -0.58
N: 7.256 11.402 10.472  0.05
C: 7.129 12.637 10.960  -0.38
O: 6.857 13.676 10.358  -0.76
C: 7.309 12.731 12.437  0.55
C: 7.062 13.916 13.149  -0.79
C: 7.341 13.884 14.528  -0.42
C: 7.737 12.710 15.101  -0.71
C: 7.833 11.604 14.346  0.62
N: 7.690 11.617 13.033  -0.28
C: 8.265 10.340 14.972  -0.63
O: 8.441 10.367 16.177  -0.73
N: 8.441 9.323 14.114  -0.16
C: 9.063 8.199 14.702  -0.60
C: 10.454 8.162 14.977  1.28
C: 11.302 9.424 14.910  -1.23
C: 11.011 6.971 15.422  -1.03
C: 10.247 5.808 15.521  -0.85
C: 8.879 5.871 15.358  -0.90
C: 8.298 7.071 14.962  1.75
C: 6.841 7.066 14.698  -1.24
H: 4.240 9.654 8.841  0.44
H: 4.411 11.057 9.919  0.33
H: 5.243 9.585 10.274  0.15
H: 5.183 9.801 6.754  0.44
H: 7.128 10.265 5.352  0.35
H: 9.155 11.318 6.348  0.43
H: 10.393 11.862 8.177  0.46
H: 9.717 11.519 9.762  0.29
H: 9.496 13.144 9.121  0.34
H: 6.607 14.740 12.611  0.50
H: 7.289 14.752 15.136  0.48
H: 7.892 12.655 16.174  0.50
H: 11.303 9.747 13.879  0.33
H: 12.332 9.177 15.239  0.39
H: 10.871 10.211 15.560  0.29
H: 12.077 6.943 15.587  0.36
H: 10.713 4.857 15.637  0.43
H: 8.312 4.942 15.429  0.35
H: 6.333 6.256 15.264  0.47
H: 6.663 6.868 13.643  0.05
H: 6.387 8.030 14.963  0.24
C: 11.611 8.361 11.404  -1.48
C: 10.225 7.984 10.907  0.56
C: 9.728 8.480 9.700  -0.67
C: 8.491 8.171 9.247  -0.19
C: 7.714 7.226 9.927  -0.60
C: 8.171 6.708 11.119  -0.11
C: 9.412 7.110 11.663  -0.76
H: 12.339 7.660 10.989  0.38
H: 11.714 8.299 12.482  0.19
H: 11.793 9.412 11.053  0.30
H: 10.300 9.203 9.158  0.63
H: 8.096 8.677 8.362  0.35
H: 6.721 7.002 9.582  0.48
H: 7.564 6.020 11.705  0.58
H: 9.721 6.726 12.630  0.46

Properties
Kohn-Sham gap = 8.14 eV
Largest force on an atom = 2.1 eV Å⁻¹
LUMO energy = -0.16 eV


Record 5
Formula: C30H29ClN7O10SW
Source: the Open Molecules 2025 dataset
Level of theory: ωB97M-V/def2-TZVPD

Each line ends with the Mulliken charge.
Atoms and positions in Å:
W: 0.702 -0.054 -0.502  1.94
C: -0.774 0.590 3.418  0.34
C: 0.643 0.338 3.002  -2.07
N: 1.088 0.244 1.770  1.42
C: 2.442 -0.109 1.830  0.03
C: 2.821 -0.165 3.214  0.35
N: 1.634 0.133 3.897  0.00
C: 4.059 -0.378 3.879  0.18
O: 4.019 -0.042 5.245  -0.58
O: 5.087 -0.817 3.411  -0.52
C: 3.061 -0.256 0.589  -0.13
O: 4.177 -0.517 0.193  -0.63
O: 2.099 0.735 -1.631  -0.57
H: -2.127 -0.088 2.027  0.85
H: -2.350 2.014 3.179  -0.06
H: -0.814 0.512 4.514  0.93
H: 1.501 -0.034 4.883  0.49
H: 3.438 0.716 5.373  0.37
O: -0.300 -0.056 -2.094  -0.61
N: -0.385 -1.343 -1.511  -0.05
N: 0.800 -1.983 -1.907  0.02
O: 1.750 -1.638 -0.878  -0.53
C: 0.729 -3.340 -2.186  0.15
C: -0.390 -3.836 -2.858  -0.38
C: -0.443 -5.166 -3.212  -0.52
C: 0.605 -6.021 -2.905  -0.43
C: 1.723 -5.523 -2.254  -0.62
C: 1.794 -4.193 -1.893  -0.28
H: -1.200 -3.159 -3.084  0.47
H: -1.314 -5.546 -3.730  0.35
H: 0.546 -7.067 -3.172  0.36
H: 2.546 -6.187 -2.025  0.36
H: 2.658 -3.796 -1.382  0.47
Cl: -0.058 -2.238 1.244  -0.33
S: 1.668 1.745 -2.783  -0.16
C: 2.579 3.112 -2.446  0.59
N: 3.205 4.062 -2.243  -0.65
C: -5.961 -1.204 5.415  -1.66
C: -4.572 -1.595 5.003  1.26
C: -4.054 -2.803 5.446  -0.82
C: -2.790 -3.221 5.069  -1.05
C: -2.030 -2.422 4.239  -0.97
C: -2.534 -1.207 3.788  -0.63
N: -1.675 -0.482 2.876  0.48
C: -1.256 2.023 3.035  1.05
C: -0.676 3.019 4.015  -0.99
C: -0.480 4.306 3.703  -0.58
C: -0.662 4.789 2.370  -1.36
C: -0.763 3.864 1.376  -0.44
C: -0.916 2.484 1.627  0.07
C: -0.741 1.620 0.540  0.65
O: -0.126 1.982 -0.532  -0.64
O: -1.129 0.358 0.534  -0.92
C: -3.810 -0.777 4.157  1.27
C: -4.372 0.519 3.654  -1.62
H: -6.388 -1.955 6.076  0.38
H: -6.612 -1.123 4.545  0.37
H: -5.958 -0.245 5.929  0.34
H: -4.661 -3.436 6.077  0.35
H: -2.410 -4.176 5.398  0.41
H: -1.063 -2.744 3.883  0.58
H: -1.035 -1.265 2.364  -0.49
H: -0.486 2.662 5.018  0.35
H: -0.112 4.998 4.449  0.39
H: -0.675 5.849 2.167  0.66
H: -0.736 4.145 0.332  0.56
H: -4.070 1.337 4.308  0.28
H: -5.456 0.505 3.636  0.55
H: -4.027 0.732 2.646  0.43
N: 2.342 5.560 1.800  -0.73
C: 2.369 4.648 0.661  -0.55
C: 2.293 3.221 1.167  0.10
O: 2.501 3.102 2.473  -0.34
O: 2.074 2.270 0.454  0.07
H: 2.688 6.474 1.534  0.27
H: 2.649 4.018 2.809  0.46
H: 1.375 5.664 2.108  0.11
H: 3.302 4.757 0.103  0.59
H: 1.558 4.786 -0.060  0.19

Properties
Charge = -1
Kohn-Sham gap (spin up / spin down) = 5.84 / 5.92 eV
ΔE to the lowest compared entry with this formula, charge and spin = 10.063 eV
Largest force on an atom = 5.4 eV Å⁻¹
LUMO energy (spin up / spin down) = 1.76 / 1.75 eV


Record 6
Formula: C30H29CoN3O5S8
Source: the Open Molecules 2025 dataset
Level of theory: ωB97M-V/def2-TZVPD

Each line ends with the Mulliken spin population.
Atoms and positions in Å:
Co: 0.770 -0.367 -0.624  0.99
C: -0.006 -1.233 3.557  0.00
C: -0.252 -0.798 2.133  0.02
N: 0.776 -0.603 1.359  0.02
N: 2.011 -0.733 1.891  0.00
C: 3.010 -0.357 1.175  0.01
S: 3.007 0.338 -0.387  -0.04
S: 4.582 -0.543 1.986  0.00
C: 5.025 1.244 2.107  0.00
C: 4.342 1.832 3.292  0.00
C: 4.988 1.884 4.522  0.00
C: 4.347 2.389 5.639  0.00
C: 3.041 2.837 5.544  0.00
C: 2.389 2.796 4.322  0.00
C: 3.033 2.296 3.204  0.00
C: -1.600 -0.558 1.677  -0.02
C: -2.618 -0.466 2.639  0.00
C: -3.924 -0.183 2.316  0.00
C: -4.265 0.048 0.985  0.00
C: -3.302 -0.020 0.016  0.01
C: -1.952 -0.349 0.299  -0.01
O: -1.150 -0.455 -0.697  0.00
H: 1.039 -1.520 3.644  0.00
H: -0.637 -2.083 3.803  0.00
H: -0.198 -0.427 4.263  0.00
H: 4.707 1.704 1.172  0.00
H: 6.109 1.266 2.199  0.00
H: 6.007 1.529 4.600  0.00
H: 4.874 2.436 6.584  0.00
H: 2.540 3.227 6.418  0.00
H: 1.377 3.168 4.236  0.00
H: 2.515 2.271 2.256  0.00
H: -2.368 -0.604 3.681  0.00
H: -4.677 -0.117 3.092  0.00
H: -5.288 0.290 0.724  0.00
H: -3.541 0.176 -1.018  0.00
C: -2.273 3.682 -2.527  0.00
S: -2.162 4.840 -1.127  0.00
C: -0.435 4.856 -0.829  0.00
C: 0.311 3.792 -0.414  0.01
S: -0.279 2.234 -0.156  0.00
S: 2.025 4.206 -0.114  0.00
C: 1.901 5.921 -0.371  0.00
S: 3.120 6.997 -0.111  0.00
S: 0.347 6.421 -0.946  0.00
H: -3.330 3.545 -2.733  0.00
H: -1.815 2.743 -2.232  0.00
H: -1.769 4.107 -3.393  0.00
C: -4.870 -4.026 -1.134  0.00
C: -3.773 -3.369 -1.921  0.00
C: -2.529 -3.970 -2.050  0.00
C: -1.519 -3.367 -2.779  0.00
C: -1.740 -2.134 -3.355  0.00
C: -2.966 -1.512 -3.227  0.00
C: -3.982 -2.133 -2.524  0.00
S: -0.527 -1.369 -4.445  0.00
O: -1.165 -0.200 -4.997  0.00
O: -0.107 -2.365 -5.404  0.00
N: 0.809 -0.859 -3.626  0.00
C: 2.057 -1.596 -3.680  0.00
C: 1.992 -3.053 -3.235  0.00
C: 1.572 -3.271 -1.750  0.01
O: 1.523 -4.431 -1.354  0.00
O: 1.302 -2.245 -1.070  -0.01
H: -4.672 -5.089 -1.008  0.00
H: -5.834 -3.901 -1.628  0.00
H: -4.941 -3.572 -0.144  0.00
H: -2.341 -4.925 -1.583  0.00
H: -0.570 -3.858 -2.884  0.00
H: -3.112 -0.555 -3.701  0.00
H: -4.944 -1.649 -2.428  0.00
H: 0.565 -0.489 -2.701  -0.01
H: 2.780 -1.050 -3.067  0.00
H: 2.384 -1.567 -4.724  0.00
H: 2.973 -3.520 -3.366  0.00
H: 1.281 -3.585 -3.873  0.00

Properties
Charge = -2
Kohn-Sham gap (spin up / spin down) = 6.21 / 6.25 eV
ΔE to the lowest compared entry with this formula, charge and spin = 1.635 eV
Largest force on an atom = 1.5 eV Å⁻¹
LUMO energy (spin up / spin down) = 4.12 / 4.12 eV
2S+1 = 2